No. 1
9
Properties=species:S:1:pos:R:3:forces:R:3:mulliken_charge:R:1 method="wB97M-V/def2-TZVPD" orbital_gap_ev="4.88 / 4.88" relative_energy_kcal_mol=197.1 total_charge=-1
C -0.235234 -1.146738 1.156020 0.543 0.706 -0.437 -0.35
N -1.944288 1.401876 -0.380651 1.603 -1.004 1.938 0.07
O -1.208985 2.419219 -0.218454 -1.106 -0.308 -0.948 -0.49
O -2.799038 1.319782 -1.243214 -0.311 1.099 -0.898 -0.52
Si 1.429253 -0.950495 0.205360 -0.722 -1.339 -1.704 0.26
H -0.632773 -0.105066 1.236934 0.138 -0.280 0.199 0.24
H 0.847937 -0.476596 -1.166953 0.473 -0.243 1.036 -0.03
H 1.985304 -2.420856 -0.198718 -0.286 1.662 0.739 -0.09
H 2.557823 -0.041126 0.609678 -0.332 -0.293 0.076 -0.09

=====

No. 2
10
Properties=species:S:1:pos:R:3:forces:R:3:mulliken_charge:R:1 method="wB97M-V/def2-TZVPD" smiles=N#[N+][S-].CC#CF orbital_gap_ev=10.16 relative_energy_kcal_mol=97.9
N 3.669520 0.525905 -0.848415 -0.019 -1.934 1.325 -0.18
N 3.612097 -0.455672 -0.278871 0.463 4.916 -3.149 0.27
S 3.569255 -1.811661 0.376496 -0.228 -3.053 1.738 -0.10
C -0.121957 0.180012 0.048539 0.340 1.107 0.857 -0.77
C 0.885782 1.242850 0.157161 -0.246 1.082 -0.085 -0.15
C 1.515031 2.261992 0.086837 0.773 0.362 1.073 0.45
F 2.338000 3.246300 0.344003 -0.605 -0.625 -0.588 -0.24
H -0.171382 -0.277175 1.139533 -0.645 0.583 -2.617 0.25
H -1.015680 0.740798 -0.423457 0.879 -1.584 1.235 0.24
H 0.350768 -0.453890 -0.700301 -0.712 -0.855 0.211 0.24

=====

Record-wise energy values, in Eh: -534.9959 -723.5276